No. 1
15
Properties=species:S:1:pos:R:3:nbo_charge:R:1 method="wB97M-V/def2-TZVPD" orbital_gap_ev="8.397 / 8.398" e_above_lowest_kj_mol=532.2 energy_ev=-7826.8041
C 2.12 0.23 0.10 -0.68
C 0.80 0.77 -0.33 0.00
N -0.02 0.61 1.83 -0.56
C -0.80 -0.21 1.39 0.21
O -0.66 -0.54 -0.06 -0.54
C -1.85 -0.63 -0.83 -0.27
H 2.11 -0.86 0.14 0.23
H 2.88 0.52 -0.64 0.22
H 2.41 0.61 1.09 0.24
H 0.57 0.58 -1.38 0.17
H 0.54 1.77 -0.01 0.22
H -1.61 -0.82 1.79 0.16
H -2.46 -1.46 -0.45 0.20
H -1.57 -0.86 -1.86 0.20
H -2.44 0.29 -0.79 0.18

=====

No. 2
16
Properties=species:S:1:pos:R:3:nbo_charge:R:1 method="wB97M-V/def2-TZVPD" orbital_gap_ev=9.637 e_above_lowest_kj_mol=334.5 energy_ev=-19230.7966
C -0.45 1.24 0.67 -0.47
C -0.45 -0.27 1.23 -0.34
C -1.23 -0.94 0.05 -0.47
C -0.62 -0.47 -1.25 0.08
C 0.18 1.27 -0.54 0.04
C 1.01 -0.14 -0.72 -0.34
H -1.50 1.52 0.95 0.25
H 0.11 1.78 1.43 0.23
H -0.63 -0.61 2.19 0.24
H -2.33 -0.67 -0.04 0.24
H -1.18 -2.20 0.03 0.23
H -0.93 -1.00 -2.22 0.22
H 0.61 2.26 -0.99 0.22
H 1.78 0.02 -1.34 0.22
O -0.82 0.97 -1.60 -0.55
S 1.24 -0.81 1.00 0.20

=====

No. 3
54
Properties=species:S:1:pos:R:3:nbo_charge:R:1 method="wB97M-V/def2-TZVPD" orbital_gap_ev=7.199 total_charge=+1 e_above_lowest_kj_mol=0.0 energy_ev=-175524.5191
Cu 0.65 0.99 -1.71 0.75
C -0.63 5.25 -1.14 -0.69
C -0.46 3.78 -1.41 0.27
N 0.65 3.16 -1.36 -0.29
N 1.82 3.78 -1.09 -0.44
C 2.97 3.07 -1.28 0.31
N 4.08 3.70 -0.88 -0.76
S 3.02 1.55 -1.98 -0.26
C -1.61 2.91 -1.82 0.15
C -2.91 3.38 -1.87 -0.22
C -3.93 2.52 -2.26 -0.14
C -3.61 1.21 -2.58 -0.23
C -2.28 0.82 -2.50 0.07
N -1.30 1.65 -2.14 -0.51
H 0.08 5.61 -0.40 0.22
H -1.62 5.47 -0.75 0.25
H -0.49 5.82 -2.06 0.26
H 1.85 4.71 -0.72 0.39
H 4.07 4.56 -0.36 0.40
H 4.96 3.22 -1.00 0.43
H -3.14 4.41 -1.61 0.23
H -4.95 2.87 -2.30 0.24
H -4.37 0.51 -2.88 0.24
H -1.98 -0.20 -2.73 0.22
Br 1.04 3.09 4.84 0.08
C 0.33 1.35 4.66 -0.12
C 0.07 0.64 5.82 -0.22
C -0.44 -0.64 5.76 -0.19
C -0.70 -1.22 4.52 -0.20
C -0.45 -0.52 3.36 -0.22
C 0.07 0.77 3.42 -0.20
I 0.42 1.76 1.62 0.15
H 0.28 1.10 6.78 0.24
H -0.64 -1.19 6.67 0.23
H -1.10 -2.23 4.46 0.23
H -0.64 -0.97 2.39 0.23
N 1.85 -1.76 -3.04 -0.78
C 1.19 -2.23 -1.97 0.34
S 0.37 -1.19 -0.91 -0.31
N 1.24 -3.56 -1.82 -0.56
C 0.62 -4.44 -0.88 0.13
C 1.27 -5.65 -0.66 -0.24
C 0.74 -6.58 0.21 -0.19
C -0.45 -6.31 0.87 -0.21
C -1.10 -5.11 0.64 -0.21
C -0.57 -4.17 -0.23 -0.19
H 1.97 -0.76 -3.12 0.42
H 2.43 -2.35 -3.62 0.40
H 1.87 -4.04 -2.45 0.40
H 2.21 -5.86 -1.17 0.21
H 1.25 -7.52 0.37 0.23
H -0.87 -7.04 1.56 0.22
H -2.03 -4.89 1.15 0.22
H -1.09 -3.24 -0.41 0.23